# 1
{"formula": "C11H22N4O4", "method": "ωB97M-V with the def2-TZVPD basis set", "e_above_lowest_kj_mol": 73.9, "total_energy_ha": -952.3854, "smiles": "NCCCC[C@H](N)C(=O)N[C@@H](CCC(N)=O)C(=O)O", "total_charge": 0, "symbols": ["C", "C", "C", "C", "C", "C", "C", "C", "C", "C", "C", "H", "H", "H", "H", "H", "H", "H", "H", "H", "H", "H", "H", "H", "H", "H", "H", "H", "H", "H", "H", "H", "H", "N", "N", "N", "N", "O", "O", "O", "O"], "coordinates": [[0.329, -2.243, 0.747], [-0.475, -0.876, 0.875], [1.277, -2.236, -0.420], [2.572, -1.490, -0.237], [2.474, -0.005, -0.300], [3.835, 0.694, -0.302], [-2.529, 0.239, 0.047], [-3.898, -0.393, -0.165], [-2.277, 1.328, -1.029], [-1.059, 2.094, -0.814], [-1.176, 3.019, 0.395], [-0.311, -4.274, 0.602], [-1.275, -3.294, 1.465], [0.810, -2.387, 1.722], [1.517, -3.289, -0.576], [0.681, -1.984, -1.324], [3.289, -1.856, -0.986], [3.011, -1.737, 0.745], [1.902, 0.339, -1.198], [2.041, 0.433, 0.598], [4.490, 0.302, -1.127], [4.455, 0.415, 0.563], [3.187, 2.548, 0.351], [3.187, 2.348, -1.224], [-1.808, -1.645, -0.504], [-2.498, 0.590, 1.089], [-2.237, 0.773, -1.982], [-3.164, 1.969, -1.006], [-0.954, 2.829, -1.643], [-0.111, 1.553, -0.856], [-0.163, 1.738, 1.654], [-0.608, 3.345, 2.260], [-4.774, -1.960, -0.675], [-0.696, -3.335, 0.621], [3.739, 2.141, -0.401], [-1.491, -0.816, -0.035], [-0.417, 2.693, 1.493], [-0.204, -0.103, 1.731], [-4.960, 0.207, -0.166], [-1.846, 4.060, 0.434], [-3.865, -1.733, -0.424]]}

# 2
{"formula": "C24H31BrClF5N5O21P2", "method": "ωB97M-V with the def2-TZVPD basis set", "total_energy_ha": -7003.0118, "total_charge": 1, "symbols": ["C", "C", "P", "C", "N", "C", "C", "C", "O", "Cl", "N", "C", "N", "C", "O", "N", "O", "C", "P", "O", "O", "O", "N", "Br", "H", "H", "H", "H", "H", "H", "H", "H", "H", "H", "H", "H", "H", "H", "H", "H", "C", "C", "O", "C", "O", "O", "F", "H", "H", "H", "C", "C", "O", "C", "O", "O", "F", "H", "H", "H", "C", "C", "O", "C", "O", "O", "F", "H", "H", "H", "C", "C", "O", "C", "O", "O", "F", "H", "H", "H", "C", "C", "O", "C", "O", "O", "F", "H", "H", "H"], "coordinates": [[5.416, -0.654, -0.572], [4.568, -0.764, -1.849], [3.178, -1.919, -1.598], [2.635, -2.356, -3.276], [1.885, -0.860, -0.960], [1.374, -0.996, 0.277], [1.874, -2.004, 1.270], [0.881, -2.143, 2.403], [-0.210, -2.536, 2.287], [1.528, -1.657, 3.950], [0.428, -0.125, 0.571], [0.291, 0.642, -0.545], [-0.603, 1.625, -0.611], [-0.812, 2.451, -1.824], [-2.026, 3.141, -1.647], [-2.263, 4.132, -2.763], [-3.275, 3.919, -3.250], [-1.459, 1.792, 0.563], [-2.834, 0.575, 0.433], [-2.999, 0.124, -0.954], [-2.529, -0.618, 1.428], [-4.114, 1.334, 0.989], [1.177, 0.242, -1.488], [1.616, 0.851, -3.157], [4.991, 0.065, 0.131], [5.466, -1.616, -0.053], [6.438, -0.365, -0.809], [4.226, 0.219, -2.172], [5.155, -1.236, -2.641], [2.885, -1.604, -4.024], [1.561, -2.545, -3.295], [3.176, -3.276, -3.500], [2.840, -1.661, 1.645], [2.026, -2.980, 0.802], [0.017, 3.152, -1.985], [-0.882, 1.790, -2.691], [-0.874, 1.658, 1.476], [-1.870, 2.790, 0.586], [-2.159, -0.405, 2.294], [-3.973, 1.946, 1.724], [7.691, -4.936, 1.704], [6.703, -4.141, 2.536], [5.721, -3.787, 1.559], [5.747, -4.723, 0.575], [4.904, -4.834, -0.257], [6.844, -5.488, 0.684], [7.239, -3.011, 3.043], [8.427, -4.277, 1.242], [8.189, -5.730, 2.252], [6.233, -4.704, 3.341], [4.834, -8.032, 6.744], [6.212, -8.443, 6.258], [6.562, -7.356, 5.411], [5.886, -6.257, 5.827], [6.129, -5.147, 5.472], [4.917, -6.601, 6.692], [6.196, -9.583, 5.538], [4.069, -8.376, 6.047], [4.598, -8.360, 7.751], [6.966, -8.532, 7.042], [-2.252, 6.071, 0.744], [-2.756, 5.696, 2.125], [-1.560, 5.515, 2.844], [-0.583, 6.283, 2.261], [0.464, 6.521, 2.745], [-1.014, 6.710, 1.049], [-3.441, 4.515, 2.130], [-2.055, 5.177, 0.147], [-2.908, 6.739, 0.195], [-3.370, 6.450, 2.617], [-5.892, 2.786, -1.459], [-6.522, 3.546, -0.312], [-7.605, 4.202, -0.939], [-7.972, 3.480, -2.032], [-8.968, 3.634, -2.652], [-7.022, 2.552, -2.310], [-5.680, 4.478, 0.212], [-5.175, 3.415, -1.985], [-5.424, 1.849, -1.173], [-6.899, 2.923, 0.499], [-6.339, 2.525, -5.563], [-7.291, 3.703, -5.583], [-7.664, 3.758, -6.944], [-7.544, 2.507, -7.476], [-7.984, 2.164, -8.517], [-6.843, 1.715, -6.623], [-6.671, 4.861, -5.232], [-5.325, 2.849, -5.806], [-6.343, 1.980, -4.624], [-8.181, 3.585, -4.964]]}

# 3
{"formula": "C10H17N2PS", "method": "ωB97M-V with the def2-TZVPD basis set", "e_above_lowest_kj_mol": 193.2, "total_energy_ha": -1240.1263, "total_charge": 0, "symbols": ["C", "C", "C", "C", "C", "C", "C", "C", "C", "C", "N", "N", "P", "S", "H", "H", "H", "H", "H", "H", "H", "H", "H", "H", "H", "H", "H", "H", "H", "H", "H"], "coordinates": [[4.775, 1.210, -1.003], [3.434, 2.054, 1.522], [-4.124, 2.367, -1.042], [-3.528, 1.283, -0.226], [-1.995, 1.076, -0.416], [-1.494, -0.204, 0.229], [-0.037, -0.679, -0.061], [0.201, -2.201, 0.311], [1.683, -2.537, 0.065], [2.612, -1.969, 1.106], [5.808, 1.645, -1.255], [3.562, 2.620, 2.500], [3.272, 0.492, -0.490], [4.107, -1.246, 0.368], [-4.077, 3.314, -0.566], [-5.080, 2.217, -1.464], [-3.542, 2.395, -1.921], [-4.156, 0.381, -0.420], [-3.523, 1.617, 0.838], [-1.916, 0.940, -1.541], [-1.487, 1.887, 0.073], [-2.102, -0.892, -0.277], [-1.629, -0.075, 1.254], [0.171, -0.415, -1.120], [0.760, -0.054, 0.367], [-0.329, -2.832, -0.538], [-0.143, -2.477, 1.258], [2.074, -2.366, -0.932], [1.625, -3.729, 0.028], [2.187, -1.037, 1.543], [2.890, -2.786, 1.812]]}

# 4
{"formula": "C17H66N12O16", "method": "ωB97M-V with the def2-TZVPD basis set", "total_energy_ha": -2548.0451, "total_charge": 0, "symbols": ["C", "C", "O", "H", "H", "H", "H", "H", "H", "C", "O", "N", "N", "H", "H", "H", "H", "C", "O", "N", "N", "H", "H", "H", "H", "C", "O", "N", "N", "H", "H", "H", "H", "C", "O", "N", "N", "H", "H", "H", "H", "C", "O", "N", "N", "H", "H", "H", "H", "C", "O", "N", "N", "H", "H", "H", "H", "C", "O", "H", "H", "H", "H", "C", "O", "H", "H", "H", "H", "C", "O", "H", "H", "H", "H", "C", "O", "H", "H", "H", "H", "C", "O", "H", "H", "H", "H", "C", "O", "H", "H", "H", "H", "C", "O", "H", "H", "H", "H", "C", "O", "H", "H", "H", "H", "C", "O", "H", "H", "H", "H"], "coordinates": [[-0.225, -3.880, -3.725], [-0.411, -2.681, -2.885], [-0.452, -1.625, -3.819], [-0.247, -4.750, -3.069], [0.732, -3.888, -4.263], [-1.044, -4.085, -4.406], [0.402, -2.588, -2.096], [-1.371, -2.722, -2.333], [-1.181, -1.032, -3.731], [-3.649, -2.268, 0.949], [-2.391, -2.048, 0.532], [-4.470, -3.201, 0.511], [-4.219, -1.480, 1.884], [-4.102, -3.932, -0.061], [-5.503, -3.321, 0.813], [-3.604, -0.620, 2.117], [-5.247, -1.502, 2.061], [0.887, 3.847, -1.977], [1.153, 4.723, -3.005], [-0.135, 3.993, -1.176], [1.551, 2.741, -1.770], [-0.549, 4.951, -1.164], [-0.357, 3.479, -0.325], [2.400, 2.501, -2.311], [1.477, 2.173, -0.876], [2.562, -0.332, 2.469], [1.584, -1.340, 2.624], [3.340, -0.131, 1.445], [2.618, 0.702, 3.274], [3.542, -0.905, 0.789], [3.954, 0.647, 1.539], [1.972, 0.595, 4.114], [3.143, 1.573, 3.152], [-3.365, 1.548, 2.785], [-3.949, 2.564, 2.056], [-2.598, 0.631, 2.267], [-3.510, 1.394, 4.052], [-2.616, 0.635, 1.244], [-1.852, 0.097, 2.694], [-4.077, 2.075, 4.564], [-2.966, 0.767, 4.669], [-1.431, 1.371, -3.140], [-2.317, 0.475, -3.784], [-0.131, 1.161, -2.987], [-1.797, 2.511, -2.680], [0.134, 0.208, -2.877], [0.500, 1.859, -2.510], [-2.785, 2.809, -2.849], [-1.152, 3.129, -2.153], [-0.773, -0.243, 4.762], [0.387, 0.531, 4.922], [-1.753, -0.227, 5.604], [-0.935, -1.052, 3.775], [-1.754, 0.494, 6.391], [-2.526, -0.938, 5.465], [-0.051, -1.220, 3.277], [-1.765, -1.701, 3.820], [2.879, -0.656, -3.938], [2.644, -1.872, -4.520], [2.333, -0.507, -3.042], [2.727, 0.175, -4.633], [3.951, -0.586, -3.694], [2.748, -2.517, -3.838], [5.060, -2.208, -0.775], [3.746, -1.736, -0.664], [5.182, -3.255, -0.596], [5.628, -1.677, -0.022], [5.503, -1.943, -1.743], [3.242, -2.196, -1.329], [3.804, 3.097, 1.239], [4.615, 2.293, 2.054], [4.440, 3.612, 0.537], [3.333, 3.890, 1.799], [3.023, 2.551, 0.839], [5.146, 2.933, 2.616], [5.174, 1.436, -1.411], [3.918, 0.965, -1.787], [5.861, 1.101, -2.155], [5.502, 1.165, -0.380], [5.188, 2.514, -1.347], [3.853, 0.146, -1.309], [-4.202, 1.243, -0.626], [-2.802, 1.137, -0.500], [-4.584, 2.252, -0.359], [-4.686, 0.482, -0.008], [-4.603, 1.165, -1.631], [-2.389, 1.607, -1.224], [0.042, -0.285, 0.014], [1.327, 0.201, -0.394], [-0.360, 0.235, 0.825], [0.248, -1.301, 0.282], [-0.709, -0.264, -0.844], [2.021, 0.277, 0.282], [-4.098, -1.647, -2.296], [-5.350, -1.589, -1.629], [-3.392, -0.977, -1.834], [-4.208, -1.133, -3.248], [-3.800, -2.631, -2.508], [-5.378, -2.293, -0.954], [0.078, -3.703, 1.246], [-0.732, -4.277, 0.282], [0.843, -3.061, 0.834], [0.631, -4.326, 1.892], [-0.467, -3.077, 1.948], [-1.463, -3.693, 0.230], [0.179, 2.876, 2.468], [-0.557, 2.745, 1.249], [-0.351, 3.337, 3.286], [1.143, 3.370, 2.402], [0.440, 1.863, 2.842], [-1.353, 2.248, 1.412]]}

# 5
{"formula": "C9H9F2N2O6S2", "method": "ωB97M-V with the def2-TZVPD basis set", "total_energy_ha": -1905.1168, "total_charge": 1, "symbols": ["C", "C", "O", "O", "C", "O", "C", "C", "O", "N", "C", "S", "S", "C", "N", "C", "O", "F", "C", "O", "F", "H", "H", "H", "H", "H", "H", "H", "H", "H"], "coordinates": [[0.739, -3.106, 1.813], [-0.576, -2.846, 1.060], [-1.502, -3.514, 1.274], [-0.766, -1.779, 0.128], [0.042, -1.857, -0.958], [0.790, -2.739, -1.184], [-0.083, -0.702, -1.994], [0.346, 0.703, -1.456], [0.462, 1.453, -2.699], [1.712, 0.840, -0.922], [1.875, 2.009, -0.351], [3.428, 2.425, 0.417], [0.434, 3.066, -0.438], [-0.673, 1.580, -0.645], [-1.258, 1.028, 0.591], [-0.799, 1.672, 1.792], [-1.176, 2.654, 2.254], [0.196, 0.998, 2.432], [-2.685, 0.904, 0.525], [-3.188, -0.003, 0.036], [-3.495, 1.849, 1.038], [1.044, -2.266, 2.472], [0.582, -3.992, 2.460], [1.563, -3.356, 1.116], [0.599, -0.923, -2.839], [-1.118, -0.637, -2.394], [-0.430, 1.674, -3.013], [2.433, 0.121, -0.990], [3.037, 2.761, 1.692], [-1.535, 1.983, -1.218]]}

# 6
{"formula": "C4H6N2O", "method": "ωB97M-V with the def2-TZVPD basis set", "e_above_lowest_kj_mol": 245.6, "total_energy_ha": -340.7014, "total_charge": 0, "symbols": ["C", "C", "N", "C", "N", "C", "O", "H", "H", "H", "H", "H", "H"], "coordinates": [[0.799, -0.138, -1.173], [0.142, 0.039, 0.186], [0.886, -0.548, 1.233], [-0.530, 1.302, 0.463], [-1.764, 1.181, -0.020], [-1.659, -0.178, -0.143], [-2.356, -1.134, -0.151], [1.435, -1.351, 0.961], [0.358, -0.737, 2.073], [-0.215, 2.125, 1.094], [0.287, 0.444, -1.936], [0.777, -1.187, -1.472], [1.843, 0.183, -1.113]]}

Number 1: orbital gap 9.8 eV. Number 2: orbital gap 8.5 eV. Number 3: orbital gap 8.0 eV. Number 4: orbital gap 8.4 eV. Number 5: orbital gap 8.0 eV. Number 6: orbital gap 8.5 eV.